Entry 1:
Computed, not measured: 2 unconnected molecules or ions with the total composition CH3O4 in a non-equilibrium geometry, with the ωB97M-V functional and the def2-TZVPD basis.

XYZ file:
```
8
Properties=species:S:1:pos:R:3:forces:R:3:lowdin_charge:R:1
C -1.14369 -0.16664 -0.33322 0.7 0.0 -1.6 0.1464
O 2.84034 -0.67571 -0.31020 -0.4 -0.4 -0.2 0.1548
O -1.50411 -0.33666 0.83006 -0.5 -0.1 1.3 0.2295
O 1.19730 0.61372 0.14029 -0.6 -0.2 -0.1 0.0020
O 2.42812 0.40244 0.06756 0.8 0.7 0.3 -0.0497
H -1.19180 0.78322 -0.87373 -0.1 0.1 0.4 0.1502
H -0.78774 -1.05088 -0.87928 -0.2 0.2 0.4 0.1538
H -1.83842 0.43051 1.35852 0.2 -0.1 -0.5 0.2131
```
Forces are in eV/Å.

Charge: +1
Gap between HOMO and LUMO (alpha / beta), eV: 9.75 / 9.75
Strongest force on any atom, hartree/bohr: 0.0335
ΔE to the lowest compared entry with this formula, charge and spin, kcal per mole: 137.95


Entry 2:
Computed, not measured: a molecular structure, CH3O4PS in a non-equilibrium geometry, with the ωB97M-V functional and the def2-TZVPD basis.

XYZ file:
```
10
Properties=species:S:1:pos:R:3:forces:R:3:lowdin_charge:R:1
C 1.07656 0.09500 0.70795 -0.2 -2.0 4.2 -0.2125
O -2.88665 0.53588 -0.74232 -0.6 0.8 -1.0 -0.1544
O -1.98631 -0.25399 -1.53558 0.5 -0.9 1.1 -0.2657
O -2.54664 0.05684 0.53441 1.4 -1.7 0.1 -0.2767
O -0.07999 0.16644 -0.03991 0.0 0.8 -0.8 -0.3631
P -1.24334 -0.92039 -0.13726 -1.6 1.9 -0.2 0.9846
S 3.36415 0.13571 -1.74556 0.1 0.0 -0.1 0.1455
H 1.17278 0.86092 1.53920 -1.0 -0.8 -0.7 0.1138
H 1.97099 0.29051 0.22793 1.5 0.1 -2.0 -0.0855
H 1.15844 -0.96692 1.19115 0.1 1.8 -0.7 0.1141
```
Forces are in eV/Å.

Charge: 0
Gap between HOMO and LUMO (alpha / beta), eV: 6.69 / 6.66
Strongest force on any atom, hartree/bohr: 0.0913
ΔE to the lowest compared entry with this formula, charge and spin, kcal per mole: 193.77


Question: strongest force on any atom of number 2 (CH3O4PS)?
Answer: 0.0913 hartree/bohr